# 1
This record from OMol25 describes a 2-piece molecular cluster, C6H15N2 overall at a distorted geometry. The level of theory is the ωB97M-V functional and the def2-TZVPD basis.

```
23
C6H15N2, DFT the ωB97M-V functional and the def2-TZVPD basis
C 0.98 2.05 0.50
C 0.41 2.61 -0.58
N 0.17 3.97 -0.65
N 0.96 0.61 0.79
H 1.17 2.60 1.41
H 0.08 2.06 -1.45
H -0.77 4.13 -0.99
H 0.22 4.45 0.24
H 0.46 0.43 1.67
H 1.90 0.20 0.87
H 0.46 0.06 0.10
C 0.81 -3.13 -1.02
C 0.10 -2.23 -0.07
C -1.17 -1.67 -0.28
C -1.78 -0.75 0.71
H 0.20 -3.34 -1.90
H 1.76 -2.64 -1.31
H 1.02 -4.05 -0.47
H 0.68 -1.95 0.81
H -1.65 -1.84 -1.23
H -1.35 -0.86 1.70
H -1.80 0.31 0.39
H -2.85 -1.00 0.76
```

Summary:
- spin multiplicity = 2
- LUMO energy (alpha / beta) (eV) = -8.59 / -12.55
- HOMO (alpha / beta) (eV) = -16.4 / -16.4
- ΔE to the lowest compared entry with this formula, charge and spin (eV) = 3.316
- net charge = +2
- ⟨S²⟩ = 0.7523
- gap between HOMO and LUMO (alpha / beta) (eV) = 7.82 / 3.83

Atom charges from the natural (NBO) analysis, given in e for atoms 1 to 8: -0.225, 0.076, -0.735, -0.667, 0.237, 0.217, 0.404, 0.395

=====

# 2
This record from OMol25 describes a 6-piece molecular cluster, C15H33NO5S2 overall. The level of theory is the ωB97M-V functional and the def2-TZVPD basis.

```
56
C15H33NO5S2, DFT the ωB97M-V functional and the def2-TZVPD basis
C 9.35 -7.68 27.33
C 9.54 -6.27 26.99
N 9.71 -5.17 26.71
H 8.64 -7.78 28.15
H 10.31 -8.05 27.67
H 9.01 -8.22 26.46
C 12.72 -7.44 30.32
S 11.00 -6.90 30.38
O 10.18 -8.14 30.31
C 11.01 -6.44 32.12
H 13.36 -6.56 30.34
H 12.86 -7.95 29.37
H 12.92 -8.10 31.16
H 11.39 -7.30 32.66
H 9.98 -6.24 32.40
H 11.64 -5.57 32.30
C 8.69 -10.54 24.46
S 8.95 -12.17 25.16
O 10.40 -12.45 25.16
C 8.49 -11.76 26.84
H 8.89 -10.67 23.40
H 9.41 -9.83 24.88
H 7.66 -10.22 24.62
H 8.78 -12.55 27.53
H 7.41 -11.59 26.86
H 8.94 -10.81 27.14
C 12.00 -10.95 27.59
C 12.41 -10.11 26.42
O 11.75 -9.15 26.09
C 13.70 -10.45 25.72
H 10.95 -10.75 27.80
H 12.54 -10.56 28.47
H 12.18 -12.01 27.47
H 14.46 -9.76 26.08
H 13.59 -10.32 24.65
H 14.02 -11.47 25.92
C 11.78 -1.83 28.81
C 10.51 -1.11 28.43
O 10.19 -0.08 28.96
C 9.64 -1.76 27.38
H 12.17 -1.43 29.74
H 12.51 -1.70 28.01
H 11.58 -2.90 28.90
H 10.21 -2.46 26.76
H 9.23 -1.01 26.71
H 8.86 -2.32 27.90
C 6.99 -3.42 25.76
C 5.89 -2.54 26.26
O 5.70 -1.43 25.83
C 5.00 -3.13 27.35
H 7.47 -3.96 26.58
H 7.80 -2.89 25.27
H 6.57 -4.11 25.03
H 5.58 -3.22 28.26
H 4.63 -4.11 27.06
H 4.17 -2.45 27.51
```

Summary:
- spin multiplicity = 1
- LUMO energy (eV) = 0.34
- HOMO (eV) = -9.2
- ΔE to the lowest compared entry with this formula, charge and spin (eV) = 0.000
- net charge = 0
- gap between HOMO and LUMO (eV) = 9.56

Atom charges from the natural (NBO) analysis, given in e for atoms 1 to 8: -0.727, 0.323, -0.388, 0.263, 0.278, 0.244, -0.828, 1.251

=====

# 3
This record from OMol25 describes C38H62GeN3O3SSiTi as an isolated structure. The level of theory is the ωB97M-V functional and the def2-TZVPD basis.

```
110
C38H62GeN3O3SSiTi, DFT the ωB97M-V functional and the def2-TZVPD basis
Ti 0.28 -0.28 0.14
C 1.85 -4.05 0.69
C 0.90 -3.62 -0.43
C -0.54 -4.01 -0.07
C 1.28 -4.31 -1.73
O 0.99 -2.19 -0.60
Ge 2.65 -1.45 -1.27
O 1.53 -0.25 -2.20
C 1.91 0.04 -3.56
C 0.86 0.97 -4.17
C 1.97 -1.25 -4.39
C 3.28 0.72 -3.59
O 2.50 -0.26 0.22
C 3.72 -0.02 0.96
C 3.43 0.93 2.10
C 4.73 0.62 0.02
C 4.26 -1.34 1.51
H 1.58 -3.57 1.63
H 2.88 -3.77 0.45
H 1.82 -5.13 0.83
H -0.55 -5.02 0.35
H -0.95 -3.32 0.66
H -1.17 -4.01 -0.96
H 1.10 -5.39 -1.65
H 0.68 -3.92 -2.55
H 2.34 -4.17 -1.97
H -0.14 0.59 -3.98
H 0.94 1.97 -3.77
H 1.00 1.02 -5.26
H 0.99 -1.74 -4.44
H 2.28 -1.03 -5.41
H 2.69 -1.96 -3.96
H 3.27 1.60 -2.94
H 4.07 0.04 -3.27
H 3.52 1.05 -4.61
H 3.00 1.85 1.72
H 2.75 0.48 2.83
H 4.37 1.17 2.62
H 4.31 1.53 -0.41
H 5.64 0.88 0.56
H 5.01 -0.05 -0.80
H 3.51 -1.82 2.14
H 4.54 -2.03 0.71
H 5.15 -1.15 2.11
N -3.75 -1.98 -0.20
C -3.26 -2.30 -1.45
C -3.76 -3.10 -2.47
C -2.99 -3.20 -3.61
C -1.76 -2.53 -3.71
C -1.26 -1.76 -2.68
C -2.04 -1.65 -1.53
N -1.79 -0.95 -0.34
C -2.86 -1.15 0.40
C -3.28 -0.50 1.64
C -4.02 -1.13 2.61
S -4.58 0.04 3.71
C -3.81 1.26 2.81
N -3.15 0.85 1.77
H -4.68 -2.13 0.14
H -4.71 -3.60 -2.39
H -3.33 -3.80 -4.44
H -1.18 -2.63 -4.62
H -0.30 -1.26 -2.74
H -4.20 -2.18 2.73
H -3.85 2.30 3.11
C 0.36 -0.76 2.23
C -0.56 -1.25 3.28
C -1.07 -0.38 4.25
C -1.86 -0.83 5.29
C -2.20 -2.18 5.39
C -1.70 -3.06 4.44
C -0.89 -2.61 3.41
H 1.24 -1.41 2.17
H 0.73 0.24 2.51
H -0.81 0.67 4.19
H -2.22 -0.13 6.03
H -2.81 -2.53 6.21
H -1.93 -4.12 4.51
H -0.49 -3.32 2.71
C 1.46 3.05 -0.95
Si -0.12 2.47 -0.05
C -1.61 3.02 -1.23
C -1.13 4.09 -2.22
C -2.07 1.80 -2.03
C -2.87 3.55 -0.53
C -0.13 3.67 1.50
C -1.32 3.46 2.43
C 1.12 3.46 2.36
C -0.10 5.14 1.05
H 1.46 4.09 -1.27
H 1.64 2.42 -1.82
H 2.32 2.90 -0.29
H -0.30 3.74 -2.84
H -0.79 5.00 -1.71
H -1.95 4.37 -2.89
H -1.24 1.22 -2.44
H -2.71 2.11 -2.87
H -2.66 1.13 -1.40
H -2.71 4.47 0.02
H -3.29 2.80 0.15
H -3.63 3.76 -1.30
H -1.33 2.44 2.82
H -2.28 3.63 1.93
H -1.26 4.14 3.28
H 1.18 2.44 2.75
H 1.09 4.14 3.22
H 2.04 3.68 1.81
H -0.96 5.42 0.44
H 0.81 5.35 0.47
H -0.08 5.80 1.93
```

Summary:
- spin multiplicity = 2
- LUMO energy (alpha / beta) (eV) = 0.04 / 0.05
- HOMO (alpha / beta) (eV) = -7.0 / -6.9
- ΔE to the lowest compared entry with this formula, charge and spin (eV) = 0.125
- net charge = 0
- ⟨S²⟩ = 0.7608
- gap between HOMO and LUMO (alpha / beta) (eV) = 7.02 / 6.93

Atom charges from the Löwdin analysis, given in e for atoms 1 to 8: 0.924, -0.030, -0.658, -0.015, -0.045, -0.410, 1.015, -0.373

=====

# 4
This record from OMol25 describes H12Li7O26S5 as an isolated structure at a distorted geometry. The level of theory is the ωB97M-V functional and the def2-TZVPD basis.

```
50
H12Li7O26S5, DFT the ωB97M-V functional and the def2-TZVPD basis
Li -1.11 1.81 -5.38
Li 2.31 3.92 2.20
Li -2.51 2.06 3.46
Li -0.93 -2.28 3.34
Li 0.11 -3.21 -2.87
Li -3.91 2.22 -1.28
Li 5.01 -1.14 1.49
S -4.38 -2.02 -5.39
O -3.26 -2.97 -5.22
O -5.46 -2.78 -4.79
O -4.20 -0.81 -4.65
O -4.66 -1.80 -6.83
S -3.50 -6.54 1.62
O -2.71 -5.90 2.60
O -3.26 -5.84 0.34
O -3.08 -7.91 1.49
O -4.91 -6.42 1.90
S 0.83 0.29 -0.40
O 2.09 0.93 -0.08
O 0.72 -1.08 0.05
O -0.29 1.04 0.18
O 0.76 0.25 -1.83
S -6.44 5.87 2.91
O -6.72 5.80 4.33
O -7.68 5.87 2.19
O -5.76 7.12 2.59
O -5.56 4.77 2.48
S 2.27 -0.92 5.96
O 1.34 -2.06 6.14
O 3.44 -1.37 5.26
O 1.55 -0.03 5.10
O 2.55 -0.28 7.23
O 1.60 -0.28 -7.92
H 2.26 0.12 -8.49
H 1.31 -1.06 -8.40
O 8.06 4.19 -1.19
H 7.92 5.03 -0.75
H 7.25 4.04 -1.68
O 4.29 3.18 -3.64
H 3.90 2.80 -2.85
H 3.65 3.82 -3.95
O 5.62 4.13 3.95
H 6.38 4.48 3.49
H 5.96 3.82 4.79
O -5.18 -1.68 0.62
H -4.64 -2.46 0.46
H -5.47 -1.77 1.52
O 5.06 -4.69 0.04
H 4.50 -4.81 -0.72
H 4.89 -5.45 0.59
```

Summary:
- spin multiplicity = 1
- LUMO energy (eV) = 1.47
- HOMO (eV) = 0.2
- ΔE to the lowest compared entry with this formula, charge and spin (eV) = 32.509
- net charge = -3
- gap between HOMO and LUMO (eV) = 1.22

Atom charges from the natural (NBO) analysis, given in e for atoms 1 to 8: 0.637, 0.740, 0.883, 0.975, 0.961, 0.920, 0.925, 2.580

=====

# 5
This record from OMol25 describes C2H2LiLuO2 as an isolated structure at a distorted geometry. The level of theory is the ωB97M-V functional and the def2-TZVPD basis.

```
8
C2H2LiLuO2, DFT the ωB97M-V functional and the def2-TZVPD basis
C 0.86 -0.52 0.74
C 0.24 0.54 0.16
O -0.79 0.33 -0.71
O 0.60 -1.77 0.42
H 1.88 -0.25 1.11
Lu -2.34 1.67 -1.56
Li -0.89 -1.56 -0.66
H 0.43 1.57 0.49
```

Summary:
- spin multiplicity = 2
- LUMO energy (alpha / beta) (eV) = -5.43 / -7.07
- HOMO (alpha / beta) (eV) = -10.2 / -10.6
- net charge = +1
- ⟨S²⟩ = 0.8340
- gap between HOMO and LUMO (alpha / beta) (eV) = 4.73 / 3.50

Charges computed using natural (NBO), reported in e: 0.183, -0.117, -1.070, -0.841, 0.172, 1.550, 0.955, 0.166

=====

| no. | energy (eV) |
| --- | --- |
| 1 | -9424.78961 |
| 2 | -49486.18024 |
| 3 | -149372.66640 |
| 4 | -109026.03730 |
| 5 | -40016.94287 |